A molecular structure, C6H9NOSSi, computed with ωB97M-V/def2-TZVPD.

Last column: natural (NBO) charge in e.
Positions of all 19 atoms, in Å:
1 C 1.208 -1.980 0.781  -0.266
2 C 0.226 -2.870 0.476  -0.526
3 C 0.971 -0.677 0.498  -0.068
4 C -0.848 -0.683 -0.108  -0.742
5 C 1.534 0.682 0.526  0.617
6 C -2.445 2.110 -0.205  -1.056
7 N 2.915 0.610 0.302  -0.822
8 O 0.966 1.786 0.564  -0.610
9 Si -1.698 0.629 -1.120  1.126
10 S -1.254 -2.239 0.057  0.689
11 H 2.165 -2.331 1.084  0.231
12 H 0.268 -3.907 0.537  0.233
13 H -2.914 1.613 0.677  0.241
14 H -1.675 2.720 0.023  0.250
15 H -3.099 2.686 -0.846  0.240
16 H 3.267 -0.337 0.413  0.381
17 H 3.525 1.390 0.210  0.408
18 H -2.663 -0.145 -2.069  -0.166
19 H -0.450 0.943 -1.802  -0.160

## Properties
M: 171.297 g/mol
frontier orbital gap (spin up / spin down): 7.97 / 7.97 eV
highest occupied orbital energy (spin up / spin down): -8.1 / -8.1 eV
max |F|: 0.14065 Eh/bohr
energy: -1051.5996 Eh